Here is a cluster of 2 separate species, C12H16I2O4Si in total at a distorted geometry from the Open Molecules 2025 dataset. Energies are from the ωB97M-V functional and the def2-TZVPD basis.

Computed properties:
2S+1 ... 1
Total charge ... -2
E ... -1652.5713 hartree

Bonds (Å) are listed after each position.
Cartesian coordinates (Å):
1 C 0.819 2.291 1.314  C2 1.646, H10 1.171, H11 1.189, H12 1.171
2 C 0.010 1.547 0.088  C1 1.646, I3 2.188, C4 1.639, H13 1.191
3 I 0.635 -0.547 -0.017  C2 2.188
4 C -1.602 1.788 0.266  C2 1.639, Si5 1.926, H14 1.177, H15 1.194
5 Si -2.526 0.437 1.279  C4 1.926, C6 1.965, H16 1.458, H17 1.486
6 C -4.439 0.749 0.958  Si5 1.965, C7 1.639, H18 1.194, H19 1.188
7 C -4.944 2.224 1.463  C6 1.639, C8 1.639, H20 1.191, H21 1.185
8 C -4.793 3.428 0.362  C7 1.639, I9 2.195, H22 1.193, H23 1.171
9 I -6.132 3.271 -1.371  C8 2.195
10 H 1.691 1.642 1.749  C1 1.171
11 H 0.017 2.468 2.175  C1 1.189
12 H 1.177 3.352 0.974  C1 1.171
13 H 0.311 2.058 -0.944  C2 1.191
14 H -2.137 1.929 -0.773  C4 1.177
15 H -1.727 2.806 0.877  C4 1.194
16 H -2.284 -0.935 0.849  Si5 1.458
17 H -2.277 0.586 2.736  Si5 1.486
18 H -4.982 -0.074 1.631  C6 1.194
19 H -4.695 0.525 -0.180  C6 1.188
20 H -6.109 2.118 1.687  C7 1.191
21 H -4.433 2.449 2.508  C7 1.185
22 H -5.080 4.445 0.917  C8 1.193
23 H -3.712 3.589 -0.058  C8 1.171
24 C 5.617 -4.458 -2.085  C25 1.344, C30 1.487, H34 1.084
25 C 5.519 -3.367 -2.864  C24 1.344, C26 1.526, O33 1.269
26 C 4.618 -2.284 -2.278  C25 1.526, O27 1.235, C28 1.487
27 O 4.442 -1.173 -2.788  C26 1.235
28 C 3.895 -2.579 -1.012  C26 1.487, C29 1.345, H35 1.084
29 C 3.983 -3.676 -0.240  C28 1.345, C30 1.526, O32 1.270
30 C 4.967 -4.714 -0.772  C24 1.487, C29 1.526, O31 1.235
31 O 5.259 -5.762 -0.186  C30 1.235
32 O 3.366 -3.927 0.840  C29 1.270
33 O 6.076 -3.150 -3.983  C25 1.269
34 H 6.245 -5.279 -2.413  C24 1.084
35 H 3.227 -1.781 -0.710  C28 1.084

Atom charges from the Löwdin analysis, given in e for atoms 1 to 2: -0.202, -0.816